# 1
17
Properties=species:S:1:pos:R:3:forces:R:3:lowdin_charge:R:1 method="wB97M-V/def2-TZVPD" charge=0 e_homo_ha=-0.3049 orbital_gap_ha=0.3140 e_above_lowest_ev=5.446 lumo_energy_ev=0.25 smiles="C=C[C@]1([N+](=O)[O-])CC=CS1"
C -0.937084 1.921847 -1.325629 -1.6693 2.4148 -3.3992 -0.04
C -0.571573 1.546939 -0.175261 1.4788 -3.2579 5.0897 -0.12
C -0.380229 -0.093300 0.130182 1.1091 2.9128 -0.9723 -0.53
N -1.718648 -0.536347 0.395127 -2.4770 -1.6756 0.9798 -0.42
O -2.205804 -0.289221 1.480563 0.4780 0.5507 0.3703 0.09
O -2.321699 -1.169392 -0.449874 0.0915 0.3692 -0.3427 0.04
C 0.682996 -0.405472 1.213919 0.6303 -0.7631 1.6266 -0.15
C 1.717516 -1.170008 0.482394 3.1167 0.0865 1.1419 -0.25
C 1.645840 -1.364235 -0.812403 0.1275 -1.0769 -0.0921 -0.42
S 0.136036 -0.830634 -1.449216 -0.2045 -0.3870 -1.0446 1.01
H -1.048638 2.998217 -1.550471 -0.0235 -0.6514 0.1849 0.09
H -1.268795 1.253791 -2.118612 0.4740 0.0507 0.0985 0.06
H -0.414694 2.161500 0.749767 0.0129 -0.4717 -1.2004 0.13
H 0.517054 -1.107565 2.166952 -0.8823 1.7848 -2.0159 0.17
H 1.145016 0.536809 1.615410 -0.6603 -0.7197 -0.3054 0.13
H 2.665735 -1.439895 1.003974 -0.9819 0.0282 -0.1955 0.12
H 2.356964 -2.013026 -1.356821 -0.6198 0.8057 0.0764 0.09


# 2
118
Properties=species:S:1:pos:R:3:forces:R:3:lowdin_charge:R:1 method="wB97M-V/def2-TZVPD" charge=+1 e_homo_ha=-0.3773 orbital_gap_ha=0.2608 lumo_energy_ev=-3.17
C -0.918015 -1.636427 -3.693065 -0.0170 -0.0053 -0.0168 -0.09
C -1.304143 -0.616850 -2.614378 0.1193 0.0408 -0.0349 -0.25
C -2.723339 -0.061751 -2.721690 0.0046 0.0106 0.0093 -0.21
C -3.813974 -1.128339 -2.723788 0.0218 -0.0239 0.0014 -0.21
C -5.193673 -0.520880 -2.481023 -0.0161 -0.0916 0.1011 -0.13
C -6.322181 -1.543705 -2.671221 -0.0455 0.0905 -0.0465 -0.20
N -6.977678 -1.835100 -1.343506 0.0965 -0.1317 0.0738 0.13
C -8.043369 -2.919030 -1.378020 0.0730 -0.1016 0.0069 -0.12
C -8.453624 -3.256219 -2.820019 -0.0319 0.0727 0.0620 -0.81
I -10.488280 -3.962802 -2.641922 -0.0086 -0.0178 -0.0106 1.08
C -7.662648 -4.341851 -3.561742 0.1183 0.0336 -0.0537 -0.17
C -7.366766 -5.637655 -2.786080 -0.2763 -0.0491 -0.0025 -0.46
C -6.008082 -5.623906 -2.105240 0.1379 0.0288 0.0038 -0.03
O -7.499895 -6.759244 -3.640233 0.0326 0.0095 0.0698 -0.01
O -8.559759 -2.060756 -3.556828 -0.0203 -0.0175 -0.0052 -0.14
C -7.427208 -1.164241 -3.674699 0.0899 -0.0672 0.1593 -0.43
C -8.016433 0.211482 -3.388616 -0.0135 -0.0146 -0.0111 0.01
C -6.873941 -1.314187 -5.111895 0.0062 0.0072 -0.0281 -0.07
C -6.236618 -0.067914 -5.692564 -0.1193 -0.2015 -0.0509 -0.80
O -5.091252 0.212506 -5.593960 0.2085 0.0935 0.0944 0.08
Cl -7.351631 0.952211 -6.593720 -0.0648 0.0771 -0.0482 0.74
H -1.778060 -2.186070 -4.081209 0.0233 -0.0151 0.0366 0.06
H -0.434809 -1.152623 -4.542408 -0.0755 -0.0033 -0.0211 0.08
H -0.220600 -2.377204 -3.302087 0.0439 0.0601 -0.0154 0.07
H -1.154714 -1.042452 -1.618745 -0.0914 -0.0490 -0.0184 0.10
H -0.612461 0.225201 -2.668224 0.0272 -0.0235 0.1155 0.10
H -2.900297 0.606482 -1.871653 0.0529 0.0287 -0.0273 0.12
H -2.824308 0.551320 -3.623179 -0.0444 -0.0476 -0.0038 0.12
H -3.832199 -1.656300 -3.681238 0.0250 0.0362 0.0011 0.11
H -3.594639 -1.880446 -1.953799 -0.0256 -0.0043 -0.0062 0.13
H -5.233870 -0.127435 -1.457029 -0.0236 0.1162 -0.0782 0.13
H -5.331319 0.330007 -3.144194 0.0119 -0.0090 0.0187 0.11
H -5.879076 -2.494774 -2.952448 -0.0018 -0.0567 -0.0677 0.13
H -6.240277 -2.109426 -0.692576 -0.0213 0.0837 0.0156 0.18
H -7.373604 -0.967304 -0.978049 -0.0278 -0.0281 -0.0440 0.17
H -8.888312 -2.534449 -0.816426 -0.0195 0.0522 -0.0491 0.10
H -7.654957 -3.792731 -0.858780 -0.0225 0.0356 -0.0106 0.12
H -6.720481 -3.929640 -3.934792 -0.0016 0.0169 -0.0117 0.11
H -8.248436 -4.600688 -4.442359 0.0030 -0.0126 -0.0099 0.12
H -8.152832 -5.786222 -2.036913 0.0363 0.0612 -0.0348 0.12
H -5.787762 -4.661734 -1.632007 -0.0157 -0.0216 0.0346 0.06
H -5.937337 -6.398338 -1.343284 0.0269 -0.0331 -0.0555 0.10
H -5.219210 -5.792733 -2.845055 -0.0072 0.0351 0.0322 0.10
H -6.677994 -6.907793 -4.121295 -0.0138 0.0243 0.0060 0.10
H -7.293951 1.018462 -3.504701 -0.0406 -0.0242 -0.0244 0.09
H -8.847391 0.386534 -4.068508 0.0043 0.0205 -0.0112 0.10
H -8.428176 0.251410 -2.376809 0.0011 0.0092 0.0026 0.10
H -7.701922 -1.630550 -5.743283 -0.0024 0.0472 0.0182 0.13
H -6.095458 -2.080201 -5.135479 -0.0709 -0.0284 -0.0368 0.13
C 2.409464 1.798176 3.566895 0.0437 0.0333 0.0476 -0.10
O 2.733738 1.012619 2.441412 -0.0398 0.0533 -0.0940 -0.20
C 1.768223 0.021870 2.171309 0.0102 0.0121 0.0183 -0.22
C 1.967295 -0.545317 0.784133 0.0052 -0.0674 -0.0093 -0.18
O 1.459932 0.268523 -0.264372 -0.0714 0.0010 -0.0145 -0.14
C 2.210917 1.421880 -0.621386 -0.0178 0.0325 -0.0218 -0.18
C 3.476726 1.116527 -1.390612 0.0122 -0.0081 -0.0036 -0.21
O 4.474927 0.689130 -0.492326 0.0052 -0.0474 0.0651 -0.20
C 5.560676 0.034047 -1.102143 0.0705 -0.0253 0.0652 -0.10
H 2.339215 1.190048 4.477269 -0.0069 -0.0262 -0.0103 0.09
H 3.200178 2.534536 3.689661 -0.0153 0.0078 0.0089 0.09
H 1.461441 2.328135 3.420771 0.0001 -0.0073 0.0036 0.09
H 0.754554 0.439048 2.252459 0.0026 0.0110 -0.0057 0.13
H 1.857645 -0.797064 2.901151 -0.0393 0.0047 0.0269 0.12
H 1.394219 -1.473071 0.718715 0.0234 -0.0083 -0.0073 0.13
H 3.022902 -0.778264 0.629943 -0.0025 0.0371 0.0134 0.11
H 2.449738 2.026207 0.256880 0.0321 -0.0296 0.0066 0.12
H 1.548993 1.997641 -1.271867 -0.0064 0.0089 0.0240 0.12
H 3.804737 2.022635 -1.919806 0.0084 -0.0184 -0.0268 0.13
H 3.270430 0.339475 -2.139704 -0.0017 -0.0065 0.0055 0.13
H 5.233403 -0.860045 -1.646640 -0.0107 0.0101 -0.0162 0.09
H 6.227183 -0.264987 -0.295336 0.0620 -0.0165 -0.0639 0.07
H 6.113829 0.681738 -1.791620 -0.0763 0.0614 -0.0044 0.09
C 8.195245 -6.536633 2.577866 -0.0071 -0.0437 0.0572 -0.11
O 7.881784 -5.254354 3.067577 -0.0107 0.0670 -0.1030 -0.19
C 9.032747 -4.450547 3.238783 0.0377 -0.0191 -0.0023 -0.21
C 8.648664 -3.004219 3.446212 0.0221 -0.0130 0.0591 -0.18
O 8.265159 -2.342886 2.251443 0.0008 -0.0112 -0.0032 -0.12
C 6.918758 -2.513935 1.846249 -0.0588 -0.0030 -0.0181 -0.18
C 5.952093 -1.585745 2.545767 -0.0936 -0.0059 -0.0800 -0.21
O 5.653083 -2.058703 3.844507 0.1389 0.0677 0.0436 -0.19
C 5.046620 -1.066274 4.639669 -0.1051 -0.0350 0.0083 -0.10
H 8.851209 -7.081970 3.266810 0.0032 0.0126 0.0072 0.09
H 7.260869 -7.084747 2.474693 0.0057 -0.0028 -0.0015 0.09
H 8.689159 -6.480190 1.600848 -0.0002 0.0076 0.0019 0.09
H 9.682027 -4.528068 2.356887 0.0010 0.0125 -0.0010 0.13
H 9.603349 -4.793758 4.113690 0.0098 -0.0356 -0.0143 0.13
H 9.536726 -2.475536 3.798152 -0.0252 0.0142 0.0340 0.13
H 7.869891 -2.926025 4.208515 -0.0025 -0.0163 -0.0185 0.12
H 6.596213 -3.551532 1.963852 0.0078 0.0128 0.0237 0.13
H 6.905031 -2.265038 0.782519 -0.0094 -0.0553 -0.0031 0.11
H 5.025045 -1.525076 1.955402 0.0074 0.0663 -0.0071 0.12
H 6.384928 -0.578188 2.594169 0.0074 -0.0017 0.0051 0.13
H 5.708056 -0.202258 4.770565 -0.0002 0.0042 -0.0094 0.09
H 4.839212 -1.507936 5.612446 0.0036 -0.0003 0.0014 0.09
H 4.106387 -0.715063 4.195385 0.0315 0.0053 -0.0172 0.07
C -0.929440 7.415002 1.257552 -0.0386 0.0653 0.0242 -0.12
O 0.160158 7.413447 2.146384 0.0727 -0.0860 -0.0524 -0.19
C 0.007210 6.469609 3.185841 -0.0393 -0.0121 0.0137 -0.21
C 1.310892 6.262023 3.922445 -0.0257 0.0396 0.0365 -0.18
O 2.236498 5.440632 3.230645 -0.0103 -0.0740 0.0011 -0.14
C 2.975073 6.045779 2.180089 0.0359 0.0100 -0.0475 -0.18
C 4.114971 6.918387 2.653371 0.0351 -0.0035 -0.0040 -0.21
O 3.635324 8.170127 3.098524 -0.0483 -0.0674 0.0844 -0.20
C 4.608553 8.891099 3.818570 0.0247 0.0552 -0.0474 -0.11
H -1.866079 7.672253 1.767453 0.0063 -0.0042 0.0106 0.09
H -0.727810 8.163750 0.494388 -0.0061 -0.0022 0.0005 0.09
H -1.052636 6.436301 0.777153 0.0029 -0.0037 0.0048 0.09
H -0.331748 5.507545 2.776489 0.0092 -0.0075 0.0016 0.13
H -0.750017 6.820974 3.901976 -0.0310 -0.0093 -0.0225 0.13
H 1.081966 5.721170 4.843274 0.0276 0.0252 0.0172 0.13
H 1.752932 7.225488 4.185213 -0.0171 0.0065 -0.0447 0.12
H 2.321882 6.610420 1.510728 0.0103 0.0301 0.0362 0.12
H 3.409227 5.211900 1.624209 -0.0278 0.0020 -0.0200 0.13
H 4.818320 7.060994 1.820242 0.0299 0.0109 0.0209 0.13
H 4.649763 6.405131 3.463731 -0.0061 -0.0105 0.0012 0.13
H 4.929811 8.342911 4.711791 -0.0029 -0.0059 -0.0038 0.09
H 4.158209 9.834069 4.120806 0.0063 -0.0013 0.0008 0.09
H 5.491290 9.100538 3.203072 -0.0042 -0.0102 -0.0093 0.09